Density functional theory data (ωB97M-V/def2-TZVPD) for an isolated molecule of C20H19FN4O3 in a non-equilibrium geometry.

Last column: Mulliken charge in e.
Atoms and positions in Å:
C 2.21 4.50 -0.10  -0.92
N 1.55 2.02 -5.08  -0.66
H 4.10 -0.10 -0.99  0.81
C -5.01 -4.81 3.37  0.39
F -6.27 -5.45 3.50  -0.29
H -1.99 4.81 -1.31  0.39
N 0.12 4.91 -1.22  -1.03
C -1.05 4.31 -0.96  -0.54
C -4.85 -3.61 2.79  -0.69
C 1.24 -0.82 0.47  0.46
C 3.17 0.04 -0.68  -1.13
C -2.44 -3.83 2.67  0.14
C -1.03 -3.37 2.33  0.60
H 1.75 1.08 -5.32  0.20
H 1.40 3.25 -3.34  0.11
C 2.52 -0.97 0.01  -0.48
C -0.72 -2.20 1.39  0.18
O -1.69 -1.65 0.77  -0.66
C 0.66 0.44 0.39  -0.45
C -3.57 -3.15 2.38  0.10
C 0.54 2.75 -0.48  0.14
H 0.88 1.54 -3.10  0.22
H -3.99 -6.46 4.31  0.44
H -0.40 0.51 0.83  0.19
C -3.90 -5.53 3.82  -0.67
C -2.61 -5.02 3.40  -0.29
H -3.58 -2.12 1.90  0.30
H 2.97 -1.96 0.17  0.33
O -0.09 -4.06 2.69  -0.66
H -1.51 2.24 -0.24  0.45
H 2.88 3.72 0.23  0.28
H 3.62 1.04 -3.39  0.42
H 3.58 2.67 -3.72  0.35
C 1.27 1.50 -0.31  0.85
H 2.73 5.09 -0.87  0.30
C 2.50 1.22 -0.93  0.23
C 1.65 2.16 -3.61  0.04
C 3.08 1.94 -3.11  -0.75
O 3.16 2.14 -1.66  -0.47
N 1.00 4.01 -0.72  0.98
C -0.81 3.00 -0.48  -0.77
H 1.21 -2.67 1.53  0.29
H 1.94 5.10 0.79  0.33
H 0.67 2.37 -5.43  0.24
N 0.62 -1.88 1.12  -0.05
H -5.78 -3.07 2.58  0.37
H -1.73 -5.62 3.60  0.40

Output
Largest force on an atom ... 5.3 eV Å⁻¹
HOMO ... -0.3116 Eh
M ... 382.39 g/mol
Electronic energy ... -35865.7511 eV
SMILES string ... Cn1nccc1-c1cc(NC(=O)C(=O)c2ccc(F)cc2)ccc1OCCN
Total charge ... 0